P) Computed, not measured: the ion C4H14N3 with charge +1, with wB97M-V/def2-TZVPD.

Values from the calculation:
Lowest unoccupied orbital energy in eV: -3.050
HOMO in Eh: -0.478
Total charge: +1
SMILES: NCC[NH2+]CCN

Atoms and positions in Å:
N (-1.94636, 0.08803, 2.14389)
C (-1.38771, 1.14660, 1.36407)
C (-0.29782, 0.63985, 0.51515)
N (-0.71060, -0.64830, -0.26020)
C (0.57039, -1.20433, -0.75943)
C (1.32382, -0.47789, -1.84987)
N (2.02975, 0.67034, -1.32178)
H (-2.65344, 0.28855, 2.85913)
H (-1.31546, -0.54214, 2.65242)
H (-2.25840, 1.58377, 0.90576)
H (-0.83065, 1.84151, 2.07661)
H (0.06879, 1.45808, -0.06378)
H (0.50641, 0.33222, 1.19479)
H (-1.19602, -1.43484, 0.30913)
H (-1.23078, -0.38761, -1.06439)
H (0.39989, -2.21463, -1.21396)
H (1.26444, -1.40298, 0.06243)
H (2.04213, -1.18434, -2.33292)
H (0.66373, -0.29945, -2.72077)
H (2.37834, 1.38223, -1.96740)
H (2.57959, 0.36532, -0.52889)

Q) Computed, not measured: a cluster of 2 separate species, C4H14N3 in total, with wB97M-V/def2-TZVPD.

Values from the calculation:
Lowest unoccupied orbital energy in eV: -2.786
HOMO in Eh: -0.453
Total charge: +1

Atoms and positions in Å:
C (1.06626, -0.44946, 1.08808)
C (0.63330, -1.70364, 1.04498)
N (1.41021, -2.80236, 0.74338)
N (0.11593, 0.62607, 1.40676)
H (2.07067, -0.12097, 0.89821)
H (-0.40605, -1.92337, 1.27862)
H (0.87759, -3.61915, 0.49153)
H (2.10740, -2.62975, 0.03521)
H (-0.75224, 0.86419, 0.58744)
H (0.57024, 1.50256, 1.65591)
H (-0.43172, 0.36700, 2.22414)
C (0.06653, 1.61045, -2.01343)
C (-1.25878, 0.93207, -1.73394)
N (-1.73194, 1.25510, -0.34318)
H (0.79818, 1.39714, -1.23404)
H (0.47683, 1.24148, -2.94588)
H (-0.05573, 2.69012, -2.10088)
H (-2.03039, 1.24963, -2.43994)
H (-1.16717, -0.15300, -1.78564)
H (-1.80205, 2.26637, -0.27205)
H (-2.67543, 0.89647, -0.22434)

R) Computed, not measured: a cluster of 2 separate species, C4H14N3 in total, with wB97M-V/def2-TZVPD.

Values from the calculation:
Lowest unoccupied orbital energy in eV: -3.127
HOMO in Eh: -0.544
Total charge: +1

Atoms and positions in Å:
C (1.48037, -2.07275, 0.16026)
C (1.08152, 0.02674, 1.46594)
N (1.32127, -0.59444, 0.29143)
N (1.13208, -0.64280, 2.62414)
N (0.73823, 1.30528, 1.39296)
H (1.92782, -0.09946, -0.33478)
H (1.92592, -1.27141, 2.55344)
H (0.56728, -0.49450, 3.44744)
H (0.30181, 1.71340, 2.20778)
H (0.49929, 1.87886, 0.59779)
H (0.82532, -2.31702, -0.66616)
H (1.39650, -2.63211, 1.08691)
H (2.51903, -2.27741, -0.11847)
C (-1.34547, 0.68933, -1.55546)
C (-2.68299, 1.20550, -2.10403)
H (-1.11217, 0.99122, -0.53186)
H (-1.16704, -0.38149, -1.63947)
H (-0.52862, 1.11767, -2.15726)
H (-2.74095, 0.68675, -3.05987)
H (-2.63768, 2.28501, -2.19240)
H (-3.50151, 0.88360, -1.46830)

Energetically preferred structure: R) | next structure: +15.6 kJ/mol

P) Computed, not measured: a cluster of 2 separate species, C4H14N3 in total, with wB97M-V/def2-TZVPD.

Values from the calculation:
Lowest unoccupied orbital energy in eV: -3.208
HOMO in Eh: -0.531
Total charge: +1

Atoms and positions in Å:
C (2.58281, 0.52063, -0.78119)
C (2.27709, -0.51797, -1.80225)
H (2.92362, 1.44606, -1.31243)
H (1.88269, 1.00353, -0.08715)
H (3.29715, 0.06772, 0.02032)
H (3.15490, -0.95051, -2.01357)
H (1.88196, 0.01828, -2.76462)
H (1.62210, -1.35369, -1.50465)
C (-1.86314, -1.02270, -0.96682)
C (-0.85098, 0.23413, 0.96254)
N (-1.02470, -0.84408, 0.17635)
N (-1.69118, 1.40393, 0.85405)
N (0.14445, 0.23636, 1.93281)
H (-0.25334, -1.48809, 0.21155)
H (-2.38949, 1.40726, 0.19833)
H (-1.49806, 2.15555, 1.36663)
H (0.91096, -0.47006, 1.86970)
H (0.12334, 0.55671, 2.79804)
H (-2.32921, -0.07633, -1.51633)
H (-2.82598, -1.61536, -0.69895)
H (-1.37531, -1.55907, -1.78298)

Q) Computed, not measured: a cluster of 3 separate species, C4H14N3 in total, with wB97M-V/def2-TZVPD.

Values from the calculation:
Lowest unoccupied orbital energy in eV: -4.085
HOMO in Eh: -0.517
Total charge: +1

Atoms and positions in Å:
C (-0.23214, 0.91290, -1.27592)
C (-1.48481, 1.73266, -1.43931)
C (1.13185, 0.82475, 2.49364)
C (-1.01659, 1.19793, -0.04774)
N (1.43065, -0.81391, 0.84047)
N (0.76136, 0.02484, 1.61976)
N (0.46319, -2.32642, -1.30189)
H (0.84772, 1.26416, -1.24867)
H (-1.64134, 0.51011, 0.39418)
H (-0.26193, -0.12314, -1.55116)
H (-2.16919, 1.32033, -2.12393)
H (-1.29434, 2.82585, -1.78680)
H (0.27123, 1.15354, 3.14785)
H (2.10056, 1.30532, 2.52306)
H (-0.66112, 2.02496, 0.64693)
H (-0.21168, -0.35405, 1.67324)
H (0.92814, -1.29983, -0.01999)
H (2.24173, -0.26513, 0.52840)
H (-0.47789, -2.71774, -1.57905)
H (0.77097, -1.68801, -1.96041)
H (1.06866, -3.19619, -1.16244)

Energetically preferred structure: P) | next structure: +259.6 kJ/mol

P) Computed, not measured: a cluster of 2 separate species, C4H14N3 in total, with wB97M-V/def2-TZVPD.

Values from the calculation:
Lowest unoccupied orbital energy in eV: -3.163
HOMO in Eh: -0.507
Total charge: +1

Atoms and positions in Å:
C (2.99231, 0.56413, 0.59664)
C (-1.20332, 1.70696, -0.62498)
C (2.15062, -0.29838, -0.20926)
C (0.21211, 1.15385, -0.65082)
N (-2.88038, -0.77783, 1.00853)
N (0.48154, 0.07015, -0.09074)
N (-0.21236, -0.80595, 0.64023)
H (3.93960, 0.66633, 0.11237)
H (2.42320, 1.64417, 0.73594)
H (3.30699, 0.18763, 1.53017)
H (-1.89084, 1.34250, 0.16596)
H (-1.17302, 2.79849, -0.55932)
H (-1.57900, 1.57510, -1.66098)
H (2.35574, -0.06802, -1.30020)
H (2.39562, -1.28263, -0.01410)
H (0.94704, 1.48928, -1.31623)
H (-3.44882, -1.01208, 0.26563)
H (-2.96296, -1.34401, 1.86111)
H (-1.22404, -0.83924, 0.66427)
H (-3.15548, 0.21798, 1.33136)
H (0.10906, -1.73017, 0.46311)

Q) Computed, not measured: a structure of composition C4H14N3, with wB97M-V/def2-TZVPD.

Values from the calculation:
Lowest unoccupied orbital energy in eV: -3.020
HOMO in Eh: -0.504
Total charge: +1

Atoms and positions in Å:
N (-1.57551, -0.52307, 0.10284)
C (-1.67564, -1.74766, 0.96983)
N (-1.46639, -1.52478, 2.36641)
H (-2.37793, 0.07687, 0.28792)
H (-1.64290, -0.78080, -0.87912)
H (-2.64175, -2.21914, 0.79471)
H (-0.93076, -2.45501, 0.61559)
H (-0.48543, -1.45038, 2.60859)
H (-1.95625, -0.72639, 2.74907)
C (2.10074, 1.03418, -2.69287)
C (1.32664, 0.60868, -1.48711)
C (1.22217, 1.35681, -0.40828)
N (0.48552, 0.93317, 0.77497)
H (2.41478, 2.06903, -2.61242)
H (2.97046, 0.39651, -2.83567)
H (1.47523, 0.93581, -3.57699)
H (0.83935, -0.36440, -1.49014)
H (1.62728, 2.35809, -0.38570)
H (-0.51267, 0.21593, 0.42127)
H (1.02097, 0.29181, 1.35242)
H (0.17779, 1.71464, 1.34739)

Energetically preferred structure: Q) | next structure: +197.0 kJ/mol

P) Computed, not measured: the molecule C2H4N2S2, with wB97M-V/def2-TZVPD.

Values from the calculation:
Lowest unoccupied orbital energy in eV: -0.950
HOMO in Eh: -0.334
Total charge: 0
SMILES: NC(=S)/C=N\S

Atoms and positions in Å:
N (0.88992, -0.83700, -0.58617)
C (-0.49793, -1.07761, -0.46129)
S (-1.55137, -2.22919, -0.99702)
C (-0.83551, -0.05100, 0.50072)
N (-0.33914, 1.15890, 0.89663)
S (1.00041, 1.82110, 0.07183)
H (1.39302, -0.19474, 0.01247)
H (1.35068, -1.55159, -1.02538)
H (-1.79076, -0.18734, 1.01324)
H (0.38068, 3.14846, 0.57498)

Q) Computed, not measured: a cluster of 2 separate species, C2H4N2S2 in total, with wB97M-V/def2-TZVPD.

Values from the calculation:
Lowest unoccupied orbital energy (spin up / spin down) in eV: -1.218 / -1.218
HOMO (spin up / spin down) in Eh: -0.323 / -0.323
Total charge: 0

Atoms and positions in Å:
C (-0.93429, -1.07569, -0.01741)
C (0.28603, 1.20533, -0.17425)
N (-0.53692, -0.70558, -1.21785)
N (-0.02210, 0.44385, -1.32499)
S (0.21251, 1.08762, -2.78435)
S (-0.55326, 0.35136, 1.16632)
H (-2.02470, -1.38274, 0.12207)
H (-0.35738, -1.74983, 0.45028)
H (2.00511, 1.25182, -0.12581)
H (0.27059, 2.26778, -0.26097)

Energetically preferred structure: P) | next structure: +259.3 kJ/mol

P) Computed, not measured: a cluster of 2 separate species, C2H4N2S2 in total, with wB97M-V/def2-TZVPD.

Values from the calculation:
Lowest unoccupied orbital energy (spin up / spin down) in eV: -1.740 / -1.645
HOMO (spin up / spin down) in Eh: -0.330 / -0.319
Total charge: 0

Atoms and positions in Å:
C (-2.05133, -0.62975, -0.05322)
C (1.11729, 0.71598, 1.18392)
N (-3.05857, 1.46077, 0.54542)
N (-2.36456, 0.46256, 0.33719)
S (-1.94624, -2.13436, -0.53940)
S (0.19288, 0.92691, -0.37814)
H (2.20724, 0.87431, 0.98983)
H (0.98317, -0.28449, 1.50935)
H (0.72029, 1.23761, 2.01959)
H (-2.95192, 1.85968, 1.43573)

Q) Computed, not measured: the molecule C2H4N2S2, with wB97M-V/def2-TZVPD.

Values from the calculation:
Lowest unoccupied orbital energy in eV: -0.657
HOMO in Eh: -0.330
Total charge: 0
SMILES: [H]/N=C(\N)C(=S)S

Atoms and positions in Å:
H (1.52794, -1.80581, -0.34038)
N (0.56516, -1.47745, -0.31430)
C (0.44595, -0.26201, -0.06908)
N (1.44205, 0.59401, 0.25882)
C (-0.95797, 0.30461, -0.02404)
S (-1.23515, 1.86467, -0.15280)
S (-2.14793, -0.95928, 0.08083)
H (1.22919, 1.55701, 0.33766)
H (2.38683, 0.35021, 0.09173)
H (-3.25606, -0.16597, 0.13156)

Energetically preferred structure: Q) | next structure: +402.3 kJ/mol

P) Computed, not measured: the molecule C2H4N2S2, with wB97M-V/def2-TZVPD.

Values from the calculation:
Lowest unoccupied orbital energy in eV: -1.270
HOMO in Eh: -0.324
Total charge: 0
SMILES: N/N=C\C(=S)S

Atoms and positions in Å:
N (1.37128, 0.03540, 0.61492)
N (1.06321, -0.72319, -0.51541)
C (-0.22978, -0.71000, -0.75980)
C (-1.34130, 0.16357, -0.27264)
S (-2.77460, -0.70375, 0.22173)
S (-1.19903, 1.87898, -0.19611)
H (0.88293, -0.28336, 1.74723)
H (2.51700, -0.22046, 0.64672)
H (-0.69317, -1.44321, -1.61060)
H (0.40346, 2.00602, 0.12397)

Q) Computed, not measured: a structure of composition C2H4N2S2, with wB97M-V/def2-TZVPD.

Values from the calculation:
Lowest unoccupied orbital energy in eV: -0.943
HOMO in Eh: -0.315
Total charge: 0

Atoms and positions in Å:
C (0.16694, -0.77011, 0.19225)
C (1.23308, 1.72729, 0.81299)
H (-1.49645, -1.99354, -0.55224)
H (-1.89945, -0.43718, -2.02992)
H (-0.37482, -2.18438, 1.01859)
H (0.92216, 1.82157, -0.22220)
N (-1.18785, -1.05122, -1.44621)
N (-0.28724, -0.06315, -0.85079)
S (1.47127, -0.01135, 1.20004)
S (1.45236, 2.96207, 1.87750)

R) Computed, not measured: the molecule C2H4N2S2, with wB97M-V/def2-TZVPD.

Values from the calculation:
Lowest unoccupied orbital energy in eV: -1.183
HOMO in Eh: -0.337
Total charge: 0
SMILES: [H]/N=C(/N)C(=S)S

Atoms and positions in Å:
H (1.99313, -0.44592, -1.17099)
N (1.29462, 0.00742, -1.74324)
C (0.16758, 0.06911, -1.15302)
N (-0.84308, 0.54179, -1.91527)
C (-0.05085, -0.22090, 0.29126)
S (-1.53545, -0.62656, 0.91364)
S (1.20419, 0.36261, 1.34318)
H (-0.69373, 0.39491, -2.90889)
H (-1.76873, 0.51454, -1.51936)
H (1.90835, 0.82605, 0.27027)

Energetically preferred structure: R) | next structure: +381.3 kJ/mol

P) Computed, not measured: a structure of composition C4H7N3S, with wB97M-V/def2-TZVPD.

Values from the calculation:
Lowest unoccupied orbital energy in eV: 0.207
HOMO in Eh: -0.320
Total charge: 0

Atoms and positions in Å:
C (-2.34503, -0.19115, -0.23226)
C (0.78100, 1.85940, -0.27814)
C (1.91294, 1.12919, 0.20930)
C (1.02252, -0.03481, 0.24662)
H (-1.60255, 0.27744, 1.47280)
H (-3.10928, -0.60393, -0.83926)
H (-0.72346, -0.98245, -1.21009)
H (0.37567, 2.78702, 0.26315)
H (0.85469, 2.24962, -1.34533)
H (1.99058, 1.27008, 1.24062)
H (2.93044, 1.00270, -0.09028)
N (-2.57642, 0.21333, 0.88093)
N (-1.11800, -0.11710, -0.84407)
N (-0.16797, 0.60600, -0.05174)
S (1.13075, -1.71824, 0.05872)

Q) Computed, not measured: the molecule C4H7N3S, with wB97M-V/def2-TZVPD.

Values from the calculation:
Lowest unoccupied orbital energy in eV: -1.447
HOMO in Eh: -0.330
Total charge: 0
SMILES: C/N=C\N/N=C\C=S

Atoms and positions in Å:
C (0.52636, 1.95875, -1.44692)
N (1.00122, 0.72775, -2.10759)
C (0.86060, -0.40080, -1.50879)
N (0.16852, -0.75876, -0.37226)
N (-0.36021, 0.12653, 0.47038)
C (-0.91643, -0.25966, 1.56349)
C (-0.98301, -1.62837, 2.08021)
S (-1.71957, -2.01176, 3.49075)
H (0.85988, 2.74561, -2.14095)
H (1.08186, 2.18077, -0.51298)
H (-0.55892, 2.12619, -1.33232)
H (1.40232, -1.26662, -1.88963)
H (0.34562, -1.68061, -0.03025)
H (-1.24578, 0.53060, 2.22219)
H (-0.46247, -2.38963, 1.51466)

Energetically preferred structure: Q) | next structure: +112.4 kJ/mol